Entry 1:
Formula: C7H10
Source: the Open Molecules 2025 dataset
Level of theory: ωB97M-V/def2-TZVPD

CARTESIAN COORDINATES (ANGSTROEM)
1 C -1.31 0.09 -1.37
2 C -0.25 0.04 -0.28
3 C -0.22 1.16 0.80
4 C 1.30 1.11 0.81
5 C 1.19 0.52 -0.59
6 C 0.75 -1.43 1.42
7 C -0.14 -1.29 0.45
8 H -1.11 -0.66 -2.15
9 H -2.31 -0.10 -0.97
10 H -1.32 1.07 -1.85
11 H -0.78 1.04 1.73
12 H -0.47 2.13 0.36
13 H 1.40 -0.58 1.69
14 H 1.94 -0.20 -0.94
15 H 1.18 1.39 -1.26
16 H 0.92 -2.33 2.01
17 H -0.80 -2.10 0.15

Summary:
Total charge ... 0
Energy above the lowest of the compared OMol25 structures with the same formula, charge and spin ... 4.9575 eV
E_HOMO ... -8.38 eV
Spin multiplicity ... 1
E ... -272.535814 Ha
LUMO level ... 0.26 eV


Entry 2:
Formula: C17H54N10O10
Source: the Open Molecules 2025 dataset
Level of theory: ωB97M-V/def2-TZVPD

CARTESIAN COORDINATES (ANGSTROEM)
1 N 0.80 1.33 -3.61
2 C 1.34 0.09 -3.79
3 N 2.28 -0.26 -2.81
4 O 1.09 -0.64 -4.71
5 H 1.08 2.05 -2.94
6 H -0.11 1.43 -3.98
7 H 2.16 0.17 -1.91
8 H 2.57 -1.24 -2.86
9 N 2.55 2.78 1.75
10 C 3.09 3.22 0.53
11 N 3.53 2.13 -0.21
12 O 3.14 4.37 0.06
13 H 2.05 3.45 2.31
14 H 2.14 1.87 1.86
15 H 3.43 1.19 0.23
16 H 4.19 2.15 -0.95
17 N -4.34 3.26 1.84
18 C -5.10 2.17 1.56
19 N -6.44 2.39 2.03
20 O -4.60 1.07 1.23
21 H -3.35 3.22 1.69
22 H -4.75 4.12 1.58
23 H -6.75 3.33 2.07
24 H -7.12 1.70 1.72
25 N 0.05 0.95 -0.06
26 C 0.49 -0.06 0.57
27 N -0.43 -1.02 0.95
28 O 1.68 -0.29 0.79
29 H -0.94 1.04 -0.21
30 H 0.64 1.58 -0.58
31 H 0.06 -1.57 1.64
32 H -1.37 -0.80 1.13
33 N 0.77 5.46 -1.39
34 C 0.02 4.88 -2.36
35 N -0.58 5.61 -3.31
36 O 0.06 3.66 -2.44
37 H 0.71 6.44 -1.38
38 H 1.63 5.01 -1.13
39 H -1.34 5.08 -3.73
40 H -1.00 6.47 -3.01
41 C -0.70 -2.64 5.79
42 C 0.72 -2.45 5.30
43 C 1.38 -3.72 5.20
44 O 0.62 -1.69 4.08
45 H -1.28 -1.71 5.81
46 H -0.68 -3.02 6.83
47 H -1.21 -3.33 5.12
48 H 1.23 -1.80 6.02
49 H 2.41 -3.61 5.11
50 H 0.94 -4.34 4.41
51 H 1.24 -4.33 6.05
52 H 1.50 -1.39 3.77
53 C 5.55 -2.51 3.07
54 C 4.52 -2.47 1.99
55 C 3.63 -3.65 1.91
56 O 3.76 -1.26 2.32
57 H 6.23 -3.33 2.96
58 H 5.08 -2.57 4.07
59 H 6.00 -1.56 3.00
60 H 5.09 -2.28 1.09
61 H 4.09 -4.63 1.65
62 H 2.88 -3.41 1.17
63 H 3.15 -3.77 2.90
64 H 3.10 -1.02 1.64
65 C -3.87 1.08 -3.67
66 C -3.73 2.57 -3.80
67 C -4.04 3.27 -2.42
68 O -2.49 3.00 -4.35
69 H -3.45 0.56 -4.52
70 H -4.91 0.71 -3.64
71 H -3.35 0.77 -2.78
72 H -4.50 2.95 -4.51
73 H -3.33 3.05 -1.65
74 H -5.07 3.06 -2.08
75 H -4.19 4.35 -2.57
76 H -1.85 2.86 -3.64
77 C 1.32 -4.23 -1.75
78 C 0.04 -3.83 -2.54
79 C -0.71 -4.95 -3.21
80 O -0.95 -3.23 -1.58
81 H 1.03 -4.89 -0.90
82 H 1.91 -3.32 -1.44
83 H 1.94 -4.76 -2.42
84 H 0.24 -3.06 -3.34
85 H -0.03 -5.42 -3.94
86 H -1.57 -4.53 -3.73
87 H -1.05 -5.71 -2.46
88 H -0.60 -2.40 -1.23
89 O -2.74 0.36 -0.31
90 H -3.56 0.60 0.15
91 H -3.08 -0.15 -1.09

Summary:
Total charge ... 0
E_HOMO ... -9.43 eV
Spin multiplicity ... 1
E ... -1980.260110 Ha
LUMO level ... -0.07 eV
SMILES ... NC(N)=O.NC(N)=O.NC(N)=O.NC(N)=O.NC(N)=O.CC(C)O.CC(C)O.CC(C)O.CC(C)O.O


Entry 3:
Formula: C23H15Cl2HfN4O6S
Source: the Open Molecules 2025 dataset
Level of theory: ωB97M-V/def2-TZVPD

CARTESIAN COORDINATES (ANGSTROEM)
1 Hf 0.19 -1.38 0.82
2 O -4.18 3.03 0.42
3 C -3.06 2.33 0.51
4 C -2.12 2.19 -0.52
5 C -1.25 1.14 -0.35
6 N -1.30 0.29 0.65
7 C -2.13 0.52 1.71
8 C -2.98 1.58 1.72
9 C -1.93 -0.58 2.72
10 O -2.50 -0.61 3.73
11 O -0.95 -1.41 2.45
12 C -0.13 0.87 -1.32
13 O 0.19 1.57 -2.30
14 O 0.58 -0.12 -0.77
15 H -4.13 3.54 -0.40
16 H -2.15 2.66 -1.49
17 H -3.70 1.83 2.46
18 Cl 2.50 -5.86 0.50
19 C 1.01 -5.42 -0.27
20 C 0.32 -6.41 -1.04
21 C -0.88 -6.15 -1.59
22 Cl -1.76 -7.40 -2.45
23 C -1.50 -4.86 -1.49
24 C -2.74 -4.40 -2.05
25 C -3.20 -3.07 -1.86
26 C -2.40 -2.23 -1.04
27 N -1.21 -2.62 -0.56
28 C -0.78 -3.86 -0.76
29 C 0.40 -4.23 -0.07
30 O 0.86 -3.31 0.78
31 H 0.73 -7.40 -1.19
32 H -3.40 -5.18 -2.50
33 H -4.17 -2.80 -2.26
34 H -2.74 -1.27 -0.82
35 N 2.44 1.94 2.46
36 C 2.54 1.05 1.49
37 S 2.55 -0.67 1.90
38 N 2.67 1.55 0.25
39 C 2.79 2.97 -0.02
40 C 1.72 3.74 -0.40
41 C 1.91 5.13 -0.43
42 C 3.19 5.70 -0.37
43 C 4.27 4.83 -0.15
44 C 4.04 3.49 0.02
45 H 2.27 1.58 3.41
46 H 2.25 2.90 2.18
47 H 2.50 0.87 -0.48
48 H 0.77 3.28 -0.56
49 H 1.06 5.79 -0.76
50 H 3.37 6.75 -0.28
51 H 5.26 5.27 0.04
52 H 4.88 2.86 0.32

Summary:
Total charge ... +1
Energy above the lowest of the compared OMol25 structures with the same formula, charge and spin ... 0.4933 eV
E_HOMO ... -11.06 eV
Spin multiplicity ... 1
E ... -2922.597075 Ha
LUMO level ... -3.89 eV